(1)
Below is a molecular structure, C6H7Cl17 at a distorted geometry, with properties calculated with ωB97M-V/def2-TZVPD.

```
30
Properties=species:S:1:pos:R:3:forces:R:3:lowdin_charge:R:1
C -1.967779 1.070669 2.225586 -0.49 -0.75 1.59 -1.53
Cl -3.390208 2.024329 2.536259 0.07 0.55 1.63 0.52
Cl -2.353936 -0.578102 1.673458 -0.61 0.38 1.09 0.61
Cl -1.044225 0.845158 3.737283 0.08 0.30 -0.16 0.54
H -1.302490 1.562627 1.516028 -1.30 -0.40 0.74 -0.19
C 3.797305 0.591913 1.778584 1.31 1.01 0.54 -1.66
Cl 3.559578 -1.129969 1.969723 0.99 -0.62 1.49 0.54
Cl 5.459004 1.072385 2.048312 0.59 -0.02 0.41 0.55
Cl 2.696267 1.574948 2.764272 0.14 -0.37 -0.02 0.54
H 3.589549 0.844986 0.738924 1.13 0.44 1.37 -0.11
C 2.236693 0.167397 -2.612936 0.26 -0.28 -1.80 -1.40
Cl 2.587097 0.311515 -4.356634 0.30 -0.18 0.06 0.53
Cl 2.666803 -1.468655 -2.029115 1.28 -0.60 -2.91 0.47
Cl 0.470448 0.546254 -2.487893 4.00 -0.06 -2.43 0.55
H 2.929436 0.851741 -2.123172 -0.80 0.08 -0.05 0.01
C -1.382864 -2.346638 -0.506918 1.16 -2.60 0.14 -1.48
Cl 0.379798 -2.124500 -0.770669 -2.01 -2.21 -0.15 0.56
Cl -1.573290 -3.627942 0.741976 -0.06 0.05 -0.10 0.53
Cl -2.124506 -2.950409 -2.023993 2.82 -2.50 -0.31 0.47
H -1.919526 -1.525238 -0.032147 0.89 -0.14 -1.19 -0.19
C -3.186120 0.534455 -1.287774 -2.28 0.13 -0.65 -1.30
Cl -1.469921 0.745518 -1.208219 -7.12 0.90 -1.52 0.54
Cl -4.056906 1.434204 -0.012035 0.05 -0.44 -1.76 0.53
Cl -3.629308 -1.212171 -1.320486 -3.23 4.27 0.45 0.52
H -3.532175 0.961180 -2.229194 0.08 -0.25 0.13 0.03
C 0.409640 0.230958 0.253692 1.70 0.63 1.53 -1.06
Cl 2.177077 0.013017 0.015214 -5.07 1.20 0.22 0.49
Cl 0.063532 1.953857 0.509758 3.31 1.81 -0.36 0.63
H -0.119831 -0.088562 -0.643897 2.11 -0.25 2.04 -0.26
H 0.030859 -0.284923 1.136010 0.68 -0.08 -0.02 0.01
```
Positions in Å, forces in eV/Å.

The value obtained for the lowest unoccupied orbital energy is 0.156 eV. For the strongest force on any atom, the calculation gives 7.34 eV/A. As for the HOMO energy: -9.86 eV. The molar mass is 681.82 g/mol. The energy above the lowest of the compared OMol25 structures with the same formula, charge and spin is 254.7 kcal/mol. The value obtained for the HOMO-LUMO gap is 10.02 eV. The electronic energy comes out at -8055.66119 Ha.

=====

(2)
Below is a single C6H7ClN2 molecule at a distorted geometry, with properties calculated with ωB97M-V/def2-TZVPD.

```
16
Properties=species:S:1:pos:R:3:forces:R:3:lowdin_charge:R:1
C -1.661882 -1.506353 0.159715 0.05 -0.23 -0.41 0.01
C -1.965635 -0.175870 0.261082 0.19 -1.85 -0.66 -0.16
C -0.946224 0.987257 0.381011 1.49 -1.16 -1.32 -0.58
Cl -1.183390 2.381859 -0.743723 -0.69 -0.47 0.21 0.62
N 0.486043 0.537454 0.093297 -1.04 0.33 0.76 -0.12
C 1.195726 0.573190 -1.097452 0.63 -0.95 1.18 -0.10
C 2.371403 -0.084520 -0.837639 -1.71 0.63 0.58 -0.17
N 2.413134 -0.513477 0.437068 -0.68 0.22 2.32 0.04
C 1.287858 -0.093026 1.024804 0.19 -0.05 -1.67 -0.16
H -2.431715 -2.356103 -0.035437 1.00 2.06 0.62 0.09
H -0.629644 -1.956835 0.178065 -0.96 1.01 0.00 0.07
H -3.050932 0.019638 0.216878 0.78 0.58 0.08 0.09
H -0.979886 1.449387 1.349351 0.13 -0.04 0.51 0.09
H 0.949580 1.062030 -1.987413 -0.87 0.59 -0.81 0.08
H 3.199814 -0.190757 -1.458560 1.06 -0.29 -1.04 0.08
H 0.945752 -0.133877 2.058959 0.43 -0.40 -0.33 0.13
```
Positions in Å, forces in eV/Å.

The value obtained for the lowest unoccupied orbital energy is 0.652 eV. For the strongest force on any atom, the calculation gives 2.43 eV/A. As for the HOMO energy: -8.83 eV. The molar mass is 142.59 g/mol. The energy above the lowest of the compared OMol25 structures with the same formula, charge and spin is 14.2 kcal/mol. The value obtained for the HOMO-LUMO gap is 9.49 eV. The electronic energy comes out at -802.47932 Ha.

=====

(3)
Below is a single C6H7ClO molecule at a distorted geometry, with properties calculated with ωB97M-V/def2-TZVPD.

```
15
Properties=species:S:1:pos:R:3:forces:R:3:lowdin_charge:R:1
C -3.159490 -1.097839 -0.835618 0.73 0.55 0.52 0.12
C -2.233322 -0.823432 -0.114634 -0.50 -0.24 -0.21 -0.13
C -1.253890 -0.525044 0.934955 -0.11 1.30 0.45 -0.17
C 0.073357 0.050054 0.472489 0.47 -1.16 -0.96 -0.31
C 1.075438 -0.815978 0.424647 -0.14 -1.17 0.91 -0.54
Cl 2.582023 -0.488068 -0.354941 0.11 0.00 0.21 0.64
C 0.277595 1.419006 -0.138568 -0.43 0.10 0.49 -0.23
O -0.869698 2.271547 0.039027 1.25 -0.63 -0.26 -0.05
H -4.026724 -1.200998 -1.430718 -0.12 -0.22 -0.27 0.02
H -1.130749 -1.392587 1.583660 0.24 -0.04 -0.17 0.12
H -1.698127 0.255662 1.556893 -0.29 -0.08 0.14 0.12
H 0.990207 -1.812583 0.925483 0.30 0.91 -0.83 0.09
H 0.607250 1.307468 -1.191492 -0.44 0.21 0.33 0.12
H 1.116809 1.864035 0.387643 0.02 0.30 0.03 0.11
H -1.473594 1.863170 -0.569319 -1.10 0.16 -0.38 0.06
```
Positions in Å, forces in eV/Å.

The value obtained for the lowest unoccupied orbital energy is 0.767 eV. For the strongest force on any atom, the calculation gives 1.57 eV/A. As for the HOMO energy: -9.46 eV. The molar mass is 130.57 g/mol. The energy above the lowest of the compared OMol25 structures with the same formula, charge and spin is 70.5 kcal/mol. The value obtained for the HOMO-LUMO gap is 10.23 eV. The electronic energy comes out at -768.15177 Ha.

=====

(4)
Below is a single C6H7ClO2 molecule at a distorted geometry, with properties calculated with ωB97M-V/def2-TZVPD.

```
16
Properties=species:S:1:pos:R:3:forces:R:3:lowdin_charge:R:1
C -3.274778 -0.749111 -0.004109 -0.75 2.20 -1.16 -0.06
O -2.034548 0.161017 -0.185851 0.86 -3.22 1.02 -0.21
C -0.809699 -0.541882 -0.041448 0.53 0.63 0.89 -0.46
O -0.637763 -1.724455 0.145438 -1.36 0.77 -0.51 0.08
C 0.469358 0.363096 -0.000912 -3.79 -0.10 -0.04 -0.52
Cl -0.018770 2.025565 0.078520 1.01 0.46 -0.22 0.70
C 1.644066 -0.179254 0.074692 -0.88 0.15 0.43 -0.31
C 3.022406 -0.109275 -0.197568 4.71 1.39 1.20 -0.13
C 2.377569 -1.428088 0.045927 -1.12 -3.38 0.02 -0.10
H -4.070202 0.051072 -0.654817 2.09 -3.05 2.03 0.14
H -2.984440 -1.787387 -0.635363 -1.31 2.77 2.35 0.13
H -3.695752 -0.739919 1.253736 1.73 -0.48 -4.15 0.16
H 3.271348 0.273358 -1.158533 0.05 -0.06 -0.92 0.10
H 3.934857 0.178416 0.520079 -2.50 -0.46 -1.20 0.16
H 2.614387 -1.698590 1.140853 -0.50 -0.33 -1.97 0.14
H 2.053852 -2.336973 -0.736981 1.24 2.72 2.23 0.18
```
Positions in Å, forces in eV/Å.

The value obtained for the lowest unoccupied orbital energy is 0.651 eV. For the strongest force on any atom, the calculation gives 5.06 eV/A. As for the HOMO energy: -9.42 eV. The molar mass is 146.57 g/mol. The energy above the lowest of the compared OMol25 structures with the same formula, charge and spin is 82.1 kcal/mol. The value obtained for the HOMO-LUMO gap is 10.07 eV. The electronic energy comes out at -843.31891 Ha.

=====

(5)
Below is a single C6H7ClO3S molecule at a distorted geometry, with properties calculated with ωB97M-V/def2-TZVPD.

```
18
Properties=species:S:1:pos:R:3:forces:R:3:lowdin_charge:R:1
C -2.940382 0.139493 0.502953 0.24 -1.38 0.09 -0.01
O -1.495420 0.206341 0.224948 -1.49 1.35 0.32 -0.13
C -0.816258 1.368072 0.460917 2.26 -1.35 -0.32 -0.46
O -1.107431 2.479301 0.836743 -0.09 -2.54 -0.86 0.10
C 0.768740 0.735667 0.202566 -2.14 2.89 2.35 -0.84
Cl 1.791594 2.224219 0.168945 0.11 -0.51 0.02 0.67
S 1.074030 -0.242980 1.703788 0.27 -0.16 0.12 0.94
C 1.636938 -1.604475 0.744402 1.25 -1.68 1.68 -0.39
C 1.545506 -1.475266 -0.554868 -1.13 2.15 2.05 -0.11
C 0.935694 -0.163894 -0.976435 1.15 -1.25 -1.30 -0.47
O 1.710410 0.374265 -1.998211 2.97 1.55 -0.03 -0.08
H -3.489452 -0.275248 -0.404981 1.02 0.29 1.19 0.11
H -3.262334 1.161444 0.620902 -0.41 0.14 0.60 0.07
H -3.066492 -0.566363 1.429474 0.05 1.61 -1.77 0.13
H 2.154668 -2.497201 1.239217 -1.01 1.52 -0.51 0.11
H 1.936559 -2.160829 -1.191601 0.83 -1.75 -2.12 0.08
H -0.029905 -0.385182 -1.377311 -0.67 0.17 -0.54 0.14
H 2.653528 0.682639 -1.631451 -3.21 -1.07 -0.96 0.15
```
Positions in Å, forces in eV/Å.

The value obtained for the lowest unoccupied orbital energy is 0.573 eV. For the strongest force on any atom, the calculation gives 4.30 eV/A. As for the HOMO energy: -8.65 eV. The molar mass is 194.64 g/mol. The value obtained for the HOMO-LUMO gap is 9.22 eV. The electronic energy comes out at -1316.85908 Ha.

=====

(6)
Below is a molecular structure, C6H7CuLiO6 at a distorted geometry, with properties calculated with ωB97M-V/def2-TZVPD.

```
21
Properties=species:S:1:pos:R:3:forces:R:3:lowdin_spin:R:1
Li -0.080894 0.702865 0.413355 0.33 -0.85 0.21 0.01
O -0.465786 -1.073009 1.187592 -0.98 0.48 0.73 0.20
O -2.646362 -1.104094 0.630113 -0.80 -0.20 -0.41 0.12
C -3.029564 0.202198 1.179421 0.10 0.37 0.96 0.04
C -2.830168 1.405584 0.269687 -1.44 0.39 -0.24 0.01
O -1.526636 1.663250 -0.010446 2.03 0.34 -0.81 0.00
C -1.478543 -1.619687 0.855775 0.94 0.87 0.04 0.56
H -4.084679 0.071566 1.445559 0.21 0.09 -0.21 0.00
H -2.462636 0.344845 2.109911 -0.02 -0.10 -0.21 0.00
H -3.286322 2.295533 0.757151 -0.05 -0.52 0.33 0.00
H -3.505692 1.265831 -0.601077 0.58 -0.12 -0.16 0.00
Cu -0.016964 2.738992 -0.957519 -0.47 -0.77 0.46 0.00
O 1.582991 1.378561 -0.381321 -1.86 3.68 0.46 0.00
O 2.028211 -0.628072 -0.431905 -2.14 -4.61 0.38 0.00
C 2.273228 -1.951488 -0.364393 -0.93 1.39 1.79 0.01
C 1.184082 -2.768703 -0.022191 0.31 -0.39 -1.44 0.05
O 3.726789 0.694322 -0.864830 -0.52 1.50 0.43 0.00
C 2.557984 0.658543 -0.550240 3.50 -1.85 -1.73 0.00
H 3.330209 -2.214849 -0.368872 0.50 0.36 -0.44 0.00
H 0.848056 -3.474586 -0.787761 0.27 -0.03 0.14 0.00
H 1.157486 -3.174560 0.993940 0.46 -0.02 -0.27 0.00
```
Positions in Å, forces in eV/Å.

The expectation value of S² is 0.75. The spin multiplicity is 2. The value obtained for the lowest unoccupied orbital energy (spin up / spin down) is -1.199 / -1.201 eV. For the strongest force on any atom, the calculation gives 5.10 eV/A. As for the HOMO energy (spin up / spin down): -6.19 / -5.97 eV. The molar mass is 245.60 g/mol. The energy above the lowest of the compared OMol25 structures with the same formula, charge and spin is 164.5 kcal/mol. The value obtained for the HOMO-LUMO gap (spin up / spin down) is 4.99 / 4.77 eV. The electronic energy comes out at -2332.08221 Ha.